[1]
{"formula": "C22H47O4P", "method": "wB97M-V/def2-TZVPD", "e_lumo_ev": 0.80, "e_tot_ha": -1508.6562, "smiles": "CCCCCCCPC[C@@H](C)O.C1CCOC1.C1CCOC1.C1CCOC1", "charge": 0, "e_above_lowest_kcal_mol": 20.04, "e_homo_ev": -8.01, "gap_ha": 0.32376, "elements": ["C", "C", "C", "C", "C", "C", "C", "P", "C", "C", "C", "O", "H", "H", "H", "H", "H", "H", "H", "H", "H", "H", "H", "H", "H", "H", "H", "H", "H", "H", "H", "H", "H", "H", "H", "C", "C", "C", "O", "C", "H", "H", "H", "H", "H", "H", "H", "H", "C", "C", "C", "O", "C", "H", "H", "H", "H", "H", "H", "H", "H", "C", "C", "C", "O", "C", "H", "H", "H", "H", "H", "H", "H", "H"], "positions_angstrom": [[-1.00955, -3.54635, 8.34282], [-1.14038, -2.36648, 7.34053], [-1.36219, -0.96874, 8.04568], [-0.18778, -0.02144, 7.63323], [-0.48158, 0.87874, 6.39491], [-1.18320, 0.16225, 5.19950], [-2.03461, 1.22591, 4.38400], [-1.36648, 1.63121, 2.68126], [-0.75367, 0.10865, 1.78608], [0.28983, 0.59700, 0.71584], [1.58342, 1.17465, 1.38397], [0.63180, -0.45684, -0.16334], [-0.05855, -3.42073, 8.89625], [-1.84608, -3.49691, 9.05951], [-0.99496, -4.52567, 7.83392], [-0.27091, -2.29431, 6.66563], [-2.02281, -2.55511, 6.69539], [-1.32920, -1.13117, 9.13534], [-2.33634, -0.54681, 7.74032], [0.76972, -0.56866, 7.54435], [-0.03246, 0.67113, 8.49027], [-0.99900, 1.80533, 6.70654], [0.50612, 1.22274, 6.01971], [-0.40123, -0.29336, 4.57229], [-1.89403, -0.62445, 5.49719], [-3.07599, 0.86525, 4.29026], [-2.09245, 2.18317, 4.93426], [-0.23700, 2.47031, 2.96115], [-1.56559, -0.46587, 1.30561], [-0.19119, -0.61063, 2.42363], [-0.18815, 1.42157, 0.15781], [1.52522, 2.27437, 1.47979], [2.41400, 0.92936, 0.70253], [1.75466, 0.74613, 2.38772], [0.38193, -1.29275, 0.22574], [-3.16481, 0.76441, -3.25711], [-2.72834, 1.97624, -2.45070], [-3.20243, 1.61107, -1.05454], [-3.14335, 0.18182, -0.96042], [-2.93530, -0.36755, -2.27052], [-2.61319, 0.63233, -4.18759], [-4.22914, 0.84227, -3.49824], [-1.63740, 2.05831, -2.46662], [-3.14577, 2.91772, -2.80788], [-4.24166, 1.91849, -0.89348], [-2.58429, 2.05342, -0.27219], [-1.90576, -0.73725, -2.32472], [-3.61473, -1.20738, -2.42652], [1.94903, -2.17369, -3.44863], [1.53540, -3.23556, -4.45383], [0.03094, -3.03153, -4.52580], [-0.20681, -1.64219, -4.27669], [1.00189, -1.03825, -3.78738], [2.99758, -1.88546, -3.51816], [1.75907, -2.52967, -2.43178], [1.98913, -3.02338, -5.42635], [1.81251, -4.24899, -4.16304], [-0.48624, -3.60870, -3.75092], [-0.38571, -3.30433, -5.49723], [1.40978, -0.40550, -4.58231], [0.77409, -0.40994, -2.92486], [3.21319, 1.84510, -7.78537], [3.69837, 3.04964, -6.99839], [3.25068, 2.70291, -5.58898], [3.27931, 1.27372, -5.48796], [3.44006, 0.71442, -6.79726], [3.73743, 1.69544, -8.72898], [2.14574, 1.94653, -8.00003], [4.78959, 3.10714, -7.04149], [3.29374, 3.99799, -7.35114], [2.22327, 3.03504, -5.40487], [3.89718, 3.13476, -4.82344], [4.45888, 0.31884, -6.87347], [2.73674, -0.10975, -6.93082]], "forces_ev_per_a": [[0.39, 0.71, -0.28], [-1.07, 0.03, 0.11], [1.33, -0.79, -0.83], [-0.67, 0.97, 0.95], [0.85, -0.73, -0.10], [-0.61, 1.31, 0.16], [0.92, -0.98, -0.07], [-1.48, 0.80, -0.50], [1.59, -0.08, 0.31], [-0.35, 0.44, 1.27], [-0.42, -0.05, -0.43], [0.04, 0.28, -0.44], [-0.48, -0.22, -0.08], [0.33, -0.21, -0.24], [-0.05, 0.42, 0.25], [-0.29, -0.20, 0.32], [0.47, -0.06, 0.20], [-0.21, 0.20, -0.36], [0.43, -0.07, 0.36], [-0.58, 0.03, -0.15], [0.09, -0.25, -0.49], [-0.12, -0.65, -0.10], [-0.51, 0.03, 0.17], [-0.42, 0.03, 0.16], [0.50, 0.21, 0.16], [0.51, 0.21, -0.23], [0.09, -0.37, -0.35], [-0.02, -1.00, 0.22], [0.05, 0.70, 0.14], [-0.33, 0.36, -0.11], [0.21, -0.49, -0.25], [0.05, -0.53, 0.00], [-0.19, 0.13, 0.41], [0.04, 0.07, -0.46], [-0.12, -0.23, 0.17], [-0.22, -0.03, -0.17], [0.24, 0.07, -0.01], [-0.16, -0.04, 0.13], [0.02, 0.13, -0.13], [0.31, -0.14, 0.11], [0.02, -0.05, 0.05], [0.03, -0.01, -0.01], [-0.03, 0.02, 0.01], [-0.01, -0.02, 0.03], [0.03, 0.09, 0.00], [-0.05, -0.08, 0.09], [-0.05, -0.02, -0.11], [-0.02, 0.02, 0.10], [0.01, -0.07, 0.28], [0.12, -0.06, -0.23], [-0.20, 0.04, 0.14], [0.14, -0.17, 0.02], [-0.02, 0.33, -0.21], [-0.04, 0.03, -0.02], [0.03, 0.05, -0.01], [-0.02, -0.03, 0.02], [-0.03, 0.02, -0.01], [0.02, -0.09, -0.04], [-0.05, 0.07, 0.02], [0.08, 0.02, 0.08], [-0.09, -0.05, -0.01], [-0.26, -0.03, -0.16], [0.26, 0.12, -0.01], [-0.21, -0.03, 0.16], [0.03, 0.11, -0.23], [0.19, -0.13, 0.15], [0.00, -0.01, 0.03], [0.04, -0.03, -0.01], [-0.04, 0.03, 0.01], [-0.01, -0.03, 0.03], [0.03, 0.08, 0.00], [-0.02, -0.09, 0.04], [-0.02, -0.04, -0.08], [0.00, 0.00, 0.10]]}


[2]
{"formula": "C22H48BN7O4P2", "method": "wB97M-V/def2-TZVPD", "e_lumo_ev": -0.22, "e_tot_ha": -2258.7880, "smiles": "CC(=O)N(Bc1ccccc1)C(C)=O.CN(C)P(=O)(N(C)C)N(C)C.CN(C)P(=O)(N(C)C)N(C)C", "charge": 0, "e_homo_ev": -8.01, "gap_ha": 0.28635, "elements": ["C", "C", "O", "N", "B", "C", "C", "C", "C", "C", "C", "C", "C", "O", "H", "H", "H", "H", "H", "H", "H", "H", "H", "H", "H", "H", "C", "N", "C", "P", "O", "N", "C", "C", "N", "C", "C", "H", "H", "H", "H", "H", "H", "H", "H", "H", "H", "H", "H", "H", "H", "H", "H", "H", "H", "C", "N", "C", "P", "O", "N", "C", "C", "N", "C", "C", "H", "H", "H", "H", "H", "H", "H", "H", "H", "H", "H", "H", "H", "H", "H", "H", "H", "H"], "positions_angstrom": [[-0.16535, 2.69041, 2.66816], [-0.16095, 4.16478, 2.31465], [0.86959, 4.77192, 2.29661], [-1.44538, 4.72715, 2.05380], [-2.12053, 4.12102, 0.88105], [-3.04766, 2.89236, 1.13191], [-3.12235, 1.79415, 0.27128], [-3.94826, 0.73654, 0.61517], [-4.69575, 0.75813, 1.77987], [-4.63686, 1.84430, 2.64301], [-3.80718, 2.90496, 2.30574], [-1.45010, 6.18051, 2.02277], [-2.47575, 6.82619, 2.93433], [-0.75664, 6.85187, 1.32575], [0.39680, 2.10692, 1.94265], [-1.17372, 2.29323, 2.76084], [0.28094, 2.60680, 3.65859], [-2.01091, 4.53892, -0.22905], [-2.54212, 1.76884, -0.64137], [-3.99325, -0.13976, -0.01985], [-5.32498, -0.07499, 2.06666], [-5.18206, 1.89720, 3.57532], [-3.73704, 3.75464, 2.97375], [-3.33760, 7.14322, 2.34828], [-2.83954, 6.08340, 3.64704], [-2.03700, 7.63297, 3.51321], [-3.18305, -5.23380, 1.38730], [-2.02456, -4.87406, 0.58776], [-2.21893, -5.27211, -0.80282], [-1.29202, -3.31629, 0.70215], [-2.40652, -2.44024, 0.18432], [-1.17230, -2.60405, 2.29683], [-1.81837, -3.15163, 3.46925], [-1.30017, -1.15094, 2.29030], [0.25306, -4.00894, 0.87179], [0.58078, -5.32206, 1.38426], [1.36852, -3.06887, 0.84228], [-3.47724, -6.26067, 1.16144], [-4.04739, -4.57825, 1.22102], [-2.94233, -5.24289, 2.44881], [-1.27238, -5.20762, -1.34884], [-2.95085, -4.63486, -1.31477], [-2.55349, -6.30852, -0.86447], [-2.91606, -3.12904, 3.39339], [-1.53306, -2.57657, 4.35326], [-1.49374, -4.17418, 3.67091], [-2.34702, -0.82405, 2.25116], [-0.78747, -0.72188, 1.42759], [-0.83420, -0.72560, 3.18356], [0.14930, -5.50193, 2.37278], [1.66357, -5.42315, 1.47554], [0.25511, -6.11600, 0.71404], [1.67268, -2.78333, 1.85600], [1.09461, -2.16004, 0.30254], [2.22940, -3.48958, 0.32024], [0.84782, 0.48569, -2.84793], [2.05099, 1.00127, -2.21649], [1.79991, 1.29941, -0.81015], [3.58968, 0.24910, -2.43944], [3.34686, -1.08540, -1.78362], [3.94256, -0.34848, -4.04727], [2.95773, -0.41515, -5.10587], [4.75970, -1.55997, -4.06341], [4.30863, 1.75055, -2.81254], [3.65516, 2.92338, -3.35675], [5.76042, 1.75312, -2.94321], [-0.00368, 1.11311, -2.57660], [0.61988, -0.55168, -2.56956], [0.90848, 0.55732, -3.93172], [2.62303, 1.88980, -0.39576], [1.69937, 0.38666, -0.20711], [0.89222, 1.89513, -0.69835], [2.14119, -1.11553, -4.87631], [3.43105, -0.74665, -6.03277], [2.53620, 0.56623, -5.33033], [4.16680, -2.46787, -3.89107], [5.53046, -1.51921, -3.29339], [5.27026, -1.65025, -5.02508], [3.10543, 2.70354, -4.27570], [4.39995, 3.68487, -3.59439], [2.97060, 3.37811, -2.64306], [6.06522, 1.64697, -3.99062], [6.20063, 0.92890, -2.37831], [6.19124, 2.67251, -2.54097]], "forces_ev_per_a": [[-0.70, 0.06, 0.27], [0.08, -1.18, 0.16], [0.07, 0.65, 0.19], [0.25, 0.75, -0.69], [-0.69, -0.91, 0.29], [0.68, 0.48, -0.01], [-0.47, 0.16, 0.38], [0.07, -0.47, -0.47], [-0.28, 0.07, 0.61], [0.37, 0.41, -0.32], [-0.08, -0.22, 0.16], [-0.23, 0.81, 0.12], [-0.13, -1.17, 0.57], [0.41, -0.13, -0.44], [0.15, 0.04, 0.04], [0.02, -0.05, -0.18], [0.31, -0.03, -0.12], [0.12, 0.41, 0.10], [0.01, -0.03, -0.05], [0.04, -0.01, 0.01], [0.04, -0.13, -0.24], [-0.17, -0.22, -0.06], [0.08, 0.01, 0.01], [0.12, 0.28, -0.06], [-0.06, 0.06, 0.00], [0.02, 0.27, -0.34], [-0.10, 0.23, 0.28], [0.17, -0.52, 0.32], [0.28, 0.26, -0.25], [-2.58, -2.50, 4.67], [2.21, 0.58, -2.23], [0.34, 0.60, 0.25], [0.01, -0.38, -0.02], [-0.28, 0.08, -0.19], [0.63, 1.71, -2.57], [-0.36, -0.56, -0.28], [0.05, 0.10, 0.17], [0.02, 0.05, -0.23], [-0.04, -0.03, 0.00], [-0.01, 0.18, -0.03], [-0.03, 0.06, 0.01], [-0.02, -0.06, -0.02], [0.00, -0.01, 0.16], [0.00, -0.02, 0.11], [0.04, 0.13, -0.09], [-0.09, -0.06, -0.13], [0.06, 0.09, -0.01], [-0.07, 0.02, -0.01], [0.02, -0.17, 0.08], [-0.06, 0.03, -0.02], [0.01, 0.31, -0.05], [-0.10, -0.03, 0.07], [-0.02, 0.00, -0.01], [0.01, 0.02, 0.01], [-0.04, 0.00, -0.04], [0.03, -0.28, -0.25], [-0.23, 0.48, -0.27], [0.43, 0.00, 0.17], [-4.21, -0.01, -4.36], [2.33, 1.05, 1.96], [0.64, -0.32, -0.30], [-0.24, 0.33, 0.00], [-0.16, -0.15, 0.30], [1.87, -0.69, 2.45], [-0.62, 0.24, 0.32], [0.03, -0.11, -0.15], [0.07, 0.00, 0.22], [-0.05, 0.00, 0.00], [0.10, -0.14, 0.03], [0.01, -0.06, 0.01], [-0.06, 0.03, 0.03], [-0.03, 0.00, -0.16], [-0.01, 0.00, -0.11], [0.13, -0.06, 0.09], [-0.08, 0.00, 0.13], [0.06, -0.03, 0.01], [-0.05, -0.03, 0.02], [-0.10, 0.10, -0.06], [-0.02, -0.06, 0.03], [0.21, -0.22, 0.04], [-0.09, -0.05, -0.06], [0.00, -0.01, 0.01], [-0.01, -0.04, -0.04], [-0.05, 0.00, 0.01]]}


[3]
{"formula": "C22H48BNO15P", "method": "wB97M-V/def2-TZVPD", "e_lumo_ev": 2.18, "e_tot_ha": -2416.8368, "charge": -1, "e_homo_ev": -4.39, "gap_ha": 0.24127, "elements": ["C", "C", "O", "C", "C", "C", "P", "O", "O", "C", "C", "O", "C", "C", "O", "B", "O", "C", "N", "H", "H", "H", "H", "H", "H", "H", "H", "H", "H", "H", "H", "H", "H", "H", "H", "H", "H", "H", "H", "H", "H", "H", "H", "C", "C", "O", "C", "O", "O", "C", "H", "H", "H", "H", "H", "H", "H", "H", "C", "C", "O", "C", "O", "O", "C", "H", "H", "H", "H", "H", "H", "H", "H", "C", "C", "O", "C", "O", "O", "C", "H", "H", "H", "H", "H", "H", "H", "H"], "positions_angstrom": [[-3.09126, -1.86500, 1.39501], [-2.00316, -2.62025, 0.64095], [-1.85923, -2.09384, -0.66122], [-0.48851, -1.78390, -1.04105], [0.50080, -2.89654, -0.82582], [1.67736, -2.78819, -1.81208], [3.23477, -2.48336, -1.01422], [4.25845, -1.88967, -1.87287], [2.95359, -1.59107, 0.28761], [3.78636, -0.43777, 0.45691], [3.48867, 0.12582, 1.81697], [3.64319, -3.93376, -0.44900], [4.95886, -3.99005, 0.12717], [4.92892, -3.66353, 1.62788], [-0.53643, -1.42308, -2.35549], [0.08092, -0.05354, -2.57639], [0.79125, 0.11207, -1.25664], [-0.11388, -0.42372, -0.34715], [-1.26856, 0.49490, -0.28438], [-3.50047, -2.46124, 2.20287], [-2.60793, -1.02288, 1.87503], [-3.85927, -1.52578, 0.72009], [-1.09456, -2.57896, 1.23391], [-2.33036, -3.65855, 0.56366], [0.02702, -3.86665, -0.91274], [0.88915, -2.81596, 0.18392], [1.81009, -3.75953, -2.27702], [1.51801, -2.07386, -2.60930], [3.56223, 0.29834, -0.30396], [4.83632, -0.68870, 0.36620], [4.11228, 0.97997, 2.04190], [3.61378, -0.65660, 2.55565], [2.44258, 0.40385, 1.84937], [5.28810, -5.01514, 0.00808], [5.65174, -3.36035, -0.41651], [3.89802, -3.65352, 1.94885], [5.39776, -2.70328, 1.79392], [5.45091, -4.41895, 2.20049], [-0.68438, 0.81777, -2.94227], [0.94505, -0.15929, -3.46292], [0.32140, -0.46936, 0.65820], [-0.85138, 1.39615, -0.07290], [-1.86824, 0.28673, 0.50611], [-1.26459, 3.62698, 6.38431], [-1.68437, 3.59489, 4.93002], [-2.13061, 2.29665, 4.52255], [-3.34822, 1.92021, 4.90357], [-4.12637, 2.55336, 5.57202], [-3.55378, 0.71012, 4.38429], [-4.79176, 0.09640, 4.74084], [-0.52036, 2.85424, 6.58159], [-0.83808, 4.59875, 6.63292], [-2.11282, 3.44407, 7.04312], [-0.83117, 3.81363, 4.29088], [-2.45322, 4.33761, 4.71817], [-5.63382, 0.75305, 4.53408], [-4.78522, -0.18603, 5.79300], [-4.88421, -0.79679, 4.12967], [0.26392, 5.01426, -0.45681], [1.55199, 4.41936, 0.06715], [2.45727, 5.43409, 0.55307], [2.17346, 5.94069, 1.74647], [1.24982, 5.63200, 2.45592], [3.09813, 6.86519, 2.03739], [2.87593, 7.54696, 3.27077], [0.47447, 5.76986, -1.21524], [-0.35573, 4.23507, -0.89899], [-0.30234, 5.49420, 0.34076], [2.08593, 3.91804, -0.73624], [1.36680, 3.68379, 0.84833], [2.76151, 6.84347, 4.09246], [1.99434, 8.18251, 3.19765], [3.75162, 8.16580, 3.44564], [-1.21657, -4.07650, -4.92953], [-2.29599, -3.04091, -4.70856], [-2.50046, -2.23426, -5.88949], [-3.19118, -2.79512, -6.86430], [-3.69181, -3.89418, -6.86638], [-3.26155, -1.92130, -7.88284], [-3.92590, -2.42315, -9.03737], [-0.29649, -3.59529, -5.26330], [-1.01673, -4.61076, -4.00092], [-1.50813, -4.80205, -5.69086], [-1.98496, -2.36074, -3.91908], [-3.23732, -3.49776, -4.40282], [-4.91386, -2.80521, -8.78802], [-3.33143, -3.20679, -9.50654], [-4.02610, -1.58819, -9.72616]], "forces_ev_per_a": [[0.83, 0.13, 0.27], [-0.89, -0.22, -0.18], [0.74, -0.69, 0.26], [-1.64, 2.21, -0.24], [0.51, -0.06, 0.28], [0.02, -0.88, 0.67], [-0.68, 0.37, -0.74], [0.85, 0.16, -0.30], [0.31, -0.29, 0.00], [-0.07, 0.50, 0.21], [-0.43, -0.42, -0.05], [0.22, 0.27, 0.15], [-0.16, -0.68, 0.67], [0.13, -0.02, -0.67], [-0.67, -0.21, -0.41], [1.11, -0.49, -0.78], [-0.12, 0.54, 0.41], [0.18, 0.37, -0.22], [-0.10, -0.09, 0.35], [-0.24, -0.27, 0.07], [-0.25, 0.51, 0.10], [-0.33, 0.07, -0.19], [0.33, -0.08, -0.06], [0.24, -0.33, -0.03], [-0.26, -0.17, -0.13], [-0.04, -0.19, 0.34], [0.14, -0.20, -0.29], [-0.02, 0.35, 0.06], [-0.16, 0.02, -0.35], [0.23, -0.27, -0.08], [0.16, 0.21, 0.08], [0.24, -0.07, 0.35], [-0.24, 0.29, 0.05], [-0.02, -0.24, -0.22], [-0.01, 0.24, -0.21], [-0.24, 0.17, 0.20], [-0.07, 0.29, 0.33], [0.22, -0.14, 0.14], [-0.26, 0.02, 0.36], [0.03, -0.04, 0.10], [0.43, -0.57, -0.06], [-0.03, 0.10, -0.17], [-0.03, -0.16, -0.08], [-0.14, -0.23, 0.14], [0.17, 0.38, 0.10], [0.05, -0.04, -0.02], [0.15, 0.10, -0.19], [0.06, -0.08, -0.01], [-0.16, -0.15, 0.07], [-0.15, -0.13, -0.04], [0.08, 0.06, -0.05], [0.03, 0.01, -0.05], [-0.04, 0.06, -0.03], [-0.03, -0.12, -0.09], [-0.13, -0.09, 0.05], [0.04, 0.10, 0.08], [-0.04, 0.09, 0.03], [0.16, 0.01, -0.05], [-0.03, 0.25, 0.12], [-0.27, -0.32, -0.24], [0.07, 0.09, 0.15], [-0.02, -0.16, -0.28], [0.02, 0.05, 0.12], [0.00, 0.03, 0.05], [0.06, 0.09, 0.09], [0.02, -0.08, -0.08], [0.05, -0.05, -0.04], [0.00, -0.06, 0.05], [0.14, 0.08, 0.04], [0.01, 0.09, 0.11], [-0.09, -0.03, -0.02], [-0.06, -0.07, 0.05], [0.05, -0.03, -0.12], [0.01, -0.08, -0.36], [0.17, -0.18, 0.55], [-0.11, 0.00, -0.10], [0.08, 0.03, 0.21], [-0.01, 0.04, -0.09], [-0.03, -0.02, -0.06], [-0.04, 0.05, -0.11], [0.03, 0.06, 0.15], [0.01, 0.07, 0.05], [-0.06, -0.03, 0.05], [0.03, 0.26, -0.14], [-0.07, -0.02, -0.22], [0.03, -0.09, 0.03], [-0.06, -0.08, 0.04], [0.08, 0.07, 0.07]]}